[1]
DFT (ωB97M-V/def2-TZVPD) results for a cluster of 10 separate species, C5H32NO11 in total.

Computed properties:
Energy relative to the best compared isomer or geometry (same formula, charge and spin) (kcal per mole): 54.4
Calculated total energy (eV): -29710.992
HOMO level (eV): -13.490
Gap between HOMO and LUMO (eV): 11.11
E_LUMO (eV): -2.38

```
! RIJCOSX wB97M-V def2-TZVPD def2/J DEFGRID3
* xyz 1 1
C 1.7579 -0.3641 0.8366
O 3.1478 -0.7990 0.8383
C 1.1911 -1.0374 -0.4037
C -0.1184 -0.3708 -0.7791
C -0.9047 -1.0305 -1.8900
C -0.9505 -2.5588 -1.8701
O 0.2520 -2.9801 -2.5824
N 2.1439 -1.0141 -1.5611
H 1.6432 0.7201 0.6983
H 1.3854 -0.6627 1.8082
H 3.6284 -0.0313 1.1739
H 1.0615 -2.1155 -0.2340
H 0.0599 0.6107 -1.2471
H -0.6229 -0.2097 0.1592
H -1.8736 -0.5139 -1.8373
H -0.5884 -0.7059 -2.8834
H -1.8530 -2.9010 -2.3790
H -0.8663 -3.0207 -0.8875
H 0.0040 -3.7580 -3.0772
H 2.4891 -1.9778 -1.6087
H 2.9214 -0.3657 -1.4801
H 1.6589 -1.0146 -2.4648
H -2.6748 -0.7354 1.0269
H -2.1255 -1.5786 2.2814
O -2.5975 -0.7709 1.9846
H 0.2929 2.0853 1.9015
H -0.2351 3.5215 1.7228
O 0.0525 2.7384 1.2495
H -1.5797 1.3377 3.7751
H -1.4751 0.3665 2.6008
O -1.4243 1.3395 2.8224
H -4.4661 -0.3130 -1.2107
H -3.8114 0.9113 -0.4533
O -3.6530 0.1843 -1.0932
H 3.2975 2.8484 2.8323
H 1.9650 2.3663 2.1298
O 2.9145 2.2444 2.2342
H -2.6296 2.4827 1.0888
H -3.3055 1.2145 1.4493
O -3.3546 1.9211 0.8381
H 0.7082 3.0581 -1.4915
H 2.0637 3.6899 -2.0734
O 1.5968 2.9023 -1.7977
H -0.6895 -2.1418 3.8827
H -1.4405 -3.4080 3.3847
O -0.9563 -2.6273 3.0958
H 1.5570 0.7731 -4.3459
H 1.5650 1.3743 -2.9885
O 1.9278 0.6629 -3.4720
*
```



[2]
DFT (ωB97M-V/def2-TZVPD) results for a cluster of 12 separate species, C5H33NO13 in total.

Computed properties:
Energy relative to the best compared isomer or geometry (same formula, charge and spin) (kcal per mole): 79.4
SMILES string: CN[C@H](CO)CC=O.O.O.O.O.O.O.O.O.O.O.O
Calculated total energy (eV): -33827.636
HOMO level (eV): -9.021
Gap between HOMO and LUMO (eV): 9.19
E_LUMO (eV): 0.16

```
! RIJCOSX wB97M-V def2-TZVPD def2/J DEFGRID3
* xyz 0 1
C -2.5451 1.9863 -0.0352
N -2.9871 0.8078 -0.7941
C -2.0798 -0.3259 -0.8647
C -0.6908 -0.0273 -1.4346
C -0.5389 -0.1782 -2.9416
O 0.3393 0.4223 -3.5182
C -2.0221 -1.0368 0.4909
O -1.2138 -2.2064 0.3643
H -1.4511 1.9698 0.0575
H -2.7809 1.8056 1.0155
H -2.8758 2.9236 -0.4648
H -3.3771 1.0858 -1.6797
H -2.5930 -1.0230 -1.5376
H 0.1473 -0.6060 -1.0418
H -0.4123 1.0005 -1.1919
H -1.2844 -0.8182 -3.4369
H -3.0251 -1.3382 0.7719
H -1.6063 -0.3575 1.2338
H -0.3502 -2.1204 0.7808
H 2.0235 -1.2305 3.4991
H 2.6079 -2.6255 3.5160
O 2.2314 -1.9742 2.9140
H -4.5620 0.1594 1.5127
H -4.1089 1.0086 2.6620
O -4.5728 0.1798 2.4785
H 2.5431 -1.4906 -2.1299
H 1.7656 -2.1460 -0.9290
O 2.4497 -1.5070 -1.1746
H -0.3706 -3.0150 -0.9633
H -0.0465 -3.6946 -2.3612
O 0.3348 -3.2238 -1.6132
H 3.0835 1.5641 3.1207
H 2.2356 0.6453 2.4519
O 2.3956 0.9277 3.3608
H -2.0008 1.7817 -3.1835
H -1.8514 1.6352 -4.6663
O -2.4260 1.3605 -3.9404
H 4.5734 0.3656 0.6365
H 3.2066 -0.0830 0.9503
O 3.6957 0.7376 0.7929
H -1.0259 1.0856 3.2524
H -1.0272 2.2991 2.2463
O -1.5655 1.7705 2.8523
H 1.2858 2.1872 0.4365
H 0.9965 2.8995 1.8268
O 0.7404 2.1692 1.2563
H 1.6992 1.4800 -1.7225
H 2.9964 2.0949 -1.2738
O 2.0510 2.1257 -1.0902
H 3.2444 -1.8618 1.4063
H 3.9323 -2.4028 0.0876
O 4.0556 -2.2339 1.0265
*
```



[3]
DFT (ωB97M-V/def2-TZVPD) results for a structure of composition C5H34IN2O18S2.

Computed properties:
Calculated total energy (eV): -75345.687
HOMO level (eV): -6.601
Gap between HOMO and LUMO (eV): 8.49
E_LUMO (eV): 1.89

```
! RIJCOSX wB97M-V def2-TZVPD def2/J DEFGRID3
* xyz -1 1
C -5.1061 -2.7112 0.6453
C -4.1132 -2.2782 1.6820
N -4.2860 -2.3990 2.9346
C -2.7854 -1.6828 1.2599
S -2.7266 -0.9488 -0.3571
O -3.8390 -0.0252 -0.4952
O -2.7702 -2.0630 -1.2902
N -1.3001 -0.2687 -0.4241
S -1.2967 1.3009 -0.2251
O -1.7746 2.0044 -1.3955
O -1.8671 1.7443 1.0344
C 0.4622 1.6297 -0.0970
C 0.7937 2.9462 0.5631
O 1.6753 3.0579 1.3613
I -0.2697 4.7087 -0.0122
H -4.6307 -3.3256 -0.1202
H -5.8956 -3.2951 1.1162
H -5.5234 -1.8448 0.1311
H -5.1879 -2.8378 3.1206
H -2.4919 -0.9206 1.9809
H -2.0074 -2.4482 1.2485
H 0.8871 1.6410 -1.1012
H 0.9118 0.8522 0.5146
O 2.6060 0.6197 -2.2402
H 2.5997 0.5468 -3.2016
H 3.5421 0.6310 -2.0163
O 3.8263 2.3878 3.1747
H 3.5549 2.2952 4.0915
H 3.0083 2.5514 2.6819
O 4.3319 1.8303 -4.2825
H 3.9779 2.4996 -3.6864
H 4.9819 2.2900 -4.8216
O -0.9177 -2.8444 -3.6347
H -1.3856 -3.3865 -4.2749
H -1.5975 -2.5691 -3.0034
O 5.8172 1.5315 1.2857
H 5.3669 0.9985 0.6154
H 5.1202 1.7845 1.9142
O -4.9522 -0.7259 -3.6649
H -4.6875 0.1579 -3.9435
H -4.7698 -0.7223 -2.7145
O 5.2991 -1.0549 0.1577
H 5.6717 -1.2821 1.0246
H 5.8681 -1.4720 -0.4947
O 6.4531 -0.6928 2.9046
H 6.5621 0.1626 2.4519
H 6.5741 -0.5072 3.8389
O -2.0568 0.3656 -4.0147
H -2.5884 -0.2568 -3.5050
H -2.0673 1.1674 -3.4733
O 0.9040 -0.8372 2.0386
H 1.8476 -0.9738 2.1771
H 0.5285 -0.7660 2.9221
O -3.7261 4.0593 0.3920
H -3.9355 4.2266 -0.5311
H -3.6251 3.0987 0.4428
O -6.7517 -5.6529 0.6674
H -6.9365 -5.2834 -0.2021
H -6.8653 -6.6023 0.5647
O 7.5754 3.2716 2.8010
H 7.1315 2.7535 2.1141
H 6.8562 3.5638 3.3695
*
```



[4]
DFT (ωB97M-V/def2-TZVPD) results for a cluster of 11 separate species, C5H34N2O11 in total.

Computed properties:
Energy relative to the best compared isomer or geometry (same formula, charge and spin) (kcal per mole): 143.3
SMILES string: CN(C)C[C@H](N)CO.O.O.O.O.O.O.O.O.O.O
Calculated total energy (eV): -31235.454
HOMO level (eV): -8.781
Gap between HOMO and LUMO (eV): 9.05
E_LUMO (eV): 0.27

```
! RIJCOSX wB97M-V def2-TZVPD def2/J DEFGRID3
* xyz 0 1
N -0.2255 -0.6059 0.6089
C -1.0575 0.5388 0.6016
C -2.6292 0.2210 1.1346
O -2.5820 -0.0428 2.4453
C -1.2368 0.9663 -0.8827
N -1.4214 2.4509 -1.0252
C -0.4018 3.0518 -1.9105
C -2.7932 2.6551 -1.4531
H -0.4330 -1.2034 1.3739
H -0.2010 -1.1848 -0.2740
H -0.5814 1.1820 1.3281
H -3.3108 1.0991 0.9558
H -2.9387 -0.6700 0.7050
H -2.4446 0.6563 3.1246
H -0.4609 0.6895 -1.4553
H -2.2755 0.5705 -1.2934
H 0.4771 2.9364 -1.3467
H -0.2457 2.5735 -2.9824
H -0.5919 4.1277 -2.0976
H -2.9430 3.7297 -1.4312
H -2.9692 2.3407 -2.5311
H -3.4694 2.2579 -0.5420
H -0.4472 -3.9242 2.0171
H -1.1859 -3.4564 3.3640
O -1.2084 -3.4918 2.4206
H 1.9690 -0.2924 -0.3898
H 2.9912 0.8078 -0.4572
O 2.7663 -0.0117 -0.8823
H 1.4058 -2.7145 -3.5659
H 0.0098 -3.1573 -3.0820
O 1.0227 -3.3126 -2.9098
H -1.5947 2.8249 1.7438
H -1.4476 3.8439 2.8305
O -1.3053 2.9197 2.6369
H 2.5754 -1.0668 -3.2851
H 1.3426 -0.2915 -2.9900
O 1.7860 -0.6960 -3.7446
H 1.0995 -3.3065 0.3744
H 1.7402 -3.7259 1.7388
O 1.0914 -2.9739 1.2975
H -2.0115 -2.7560 0.4190
H -2.3233 -3.9423 -0.5533
O -1.8631 -3.1399 -0.4525
H 3.6676 -2.3135 0.2365
H 3.9265 -1.7230 1.6727
O 3.5172 -2.3382 1.1804
H 2.7111 0.0755 1.8614
H 1.4082 0.2920 1.3984
O 2.3474 0.7554 1.4120
H 3.1696 3.5294 0.5603
H 3.6792 2.3704 1.3869
O 3.8954 2.8753 0.7088
*
```